1.
79
Properties=species:S:1:pos:R:3:forces:R:3:lowdin_charge:R:1 method="wB97M-V/def2-TZVPD" lumo_energy_ev="-2.313 / -4.470" e_tot_ev=-117734.600 charge=+1 homo_ev="-9.605 / -9.563" multiplicity=5 s_squared=6.07 homo_lumo_gap_ev="7.293 / 5.093"
Rh 0.421 -0.969 -3.162 0.7 -0.8 2.8 0.49
C -0.902 -1.761 0.069 1.1 -0.8 -1.1 -0.22
C 0.386 -1.888 -0.738 0.1 -0.1 1.4 -0.28
C 0.685 -0.592 1.237 -2.4 0.9 0.2 -0.20
C -0.699 -0.937 1.149 1.7 2.1 0.9 -0.21
C 1.363 -1.177 0.186 -0.9 -1.6 -1.4 -0.21
C -2.145 -2.575 0.030 -0.5 -0.6 -0.1 -0.04
H -2.119 -3.386 -0.706 0.0 0.2 0.1 0.07
H -3.011 -1.939 -0.210 0.1 -0.1 0.0 0.09
H -2.383 -3.036 1.031 0.4 0.5 -0.9 0.12
C -1.698 -0.310 2.051 -0.3 0.2 0.5 -0.03
H -2.674 -0.811 2.022 0.3 0.1 0.1 0.08
H -1.842 0.760 1.770 0.1 -0.7 0.2 0.04
H -1.310 -0.308 3.093 -0.4 -0.1 -0.5 0.09
C 1.173 0.383 2.245 0.3 0.3 0.7 -0.04
H 0.675 0.187 3.220 0.5 0.1 -0.5 0.09
H 0.885 1.422 1.957 0.2 -0.8 0.1 0.03
H 2.264 0.344 2.375 -0.4 0.0 0.1 0.08
C 2.842 -1.319 0.244 0.5 -0.1 -0.2 -0.04
H 3.187 -1.870 1.152 -0.5 0.3 -0.5 0.12
H 3.329 -0.339 0.295 0.0 0.0 0.0 0.08
H 3.244 -1.840 -0.622 0.0 -0.1 -0.1 0.07
C 0.749 -3.367 -0.902 0.3 -0.9 0.5 -0.10
H 0.868 -3.739 0.162 0.1 -0.2 -1.2 0.11
H 1.687 -3.567 -1.459 -0.4 0.3 0.4 0.07
H -0.013 -4.015 -1.395 0.3 0.7 0.3 0.07
C -1.544 1.444 -5.450 -1.1 0.2 -0.8 -0.15
C -1.893 0.159 -5.606 -1.5 1.7 -0.7 -0.20
C -1.201 -0.850 -6.434 0.4 -0.5 -0.9 -0.18
C 0.327 -0.638 -6.572 -1.2 -0.4 -0.2 -0.17
C 1.021 -0.189 -5.323 0.7 1.0 -1.2 -0.20
C 1.457 1.086 -5.287 0.1 0.2 -0.1 -0.15
C 0.830 2.276 -5.997 0.6 -0.1 -0.7 -0.17
C -0.640 2.167 -6.421 0.4 0.0 0.2 -0.17
H -1.617 -0.850 -7.456 -0.1 -0.1 0.2 0.13
H 0.506 0.058 -7.396 0.1 0.0 0.3 0.11
H -1.400 -1.856 -6.032 0.0 0.2 -0.1 0.11
H -0.717 1.712 -7.418 0.0 0.0 0.3 0.11
H -2.096 2.091 -4.732 0.1 -0.6 -0.8 0.11
H -2.907 -0.100 -5.272 0.8 -0.1 0.2 0.11
H -1.011 3.191 -6.551 0.0 -0.2 0.1 0.12
H 0.946 3.137 -5.319 0.1 -0.3 -0.2 0.12
H 2.296 1.438 -4.684 -0.6 -0.4 0.1 0.07
H 1.411 2.516 -6.901 0.1 0.1 0.3 0.13
H 0.765 -1.577 -6.915 0.1 -0.1 0.1 0.12
H 1.412 -0.999 -4.654 0.8 0.1 -1.0 0.05
P -1.400 0.536 -2.224 0.4 -0.2 2.2 0.81
C -2.979 1.435 -1.897 -0.1 0.5 -0.3 -0.32
C -2.011 -1.041 -3.243 -0.9 0.8 0.3 -0.27
P 1.649 1.073 -2.274 -2.8 -0.1 1.4 0.88
C -0.134 1.808 -2.958 0.9 -1.4 -0.9 -0.44
C 3.060 0.075 -2.910 0.3 0.3 -0.9 -0.28
C 2.277 2.576 -1.415 0.4 0.0 0.0 -0.28
H -2.772 2.077 -1.000 -0.4 -0.5 -0.9 -0.04
H -3.785 0.716 -1.628 0.6 0.4 -0.3 0.05
H -3.284 2.072 -2.744 -0.3 -0.1 0.4 0.03
H -1.432 -1.279 -4.164 -0.7 -0.1 0.6 -0.01
H -3.034 -0.642 -3.515 1.3 -0.9 0.0 0.06
H -2.139 -1.963 -2.637 0.3 0.9 0.1 0.04
H 2.412 3.347 -2.197 0.1 -0.1 0.5 0.05
H 3.239 2.375 -0.908 -0.4 0.1 -0.3 0.05
H 1.544 2.938 -0.662 0.5 -0.3 -0.6 -0.04
H -0.272 2.857 -2.672 -0.1 -0.2 0.2 0.04
H -0.112 1.674 -4.050 -0.1 0.5 1.1 -0.05
H 3.816 -0.048 -2.135 -0.2 0.2 0.2 0.05
H 3.542 0.480 -3.795 0.3 -0.2 0.0 0.04
H 2.688 -0.943 -3.166 0.4 0.4 0.3 0.02
Se -0.776 2.800 0.362 0.3 -0.2 -0.3 0.95
C -1.319 3.874 1.742 -0.3 1.1 1.3 -0.65
C -1.847 5.158 1.445 0.0 -0.5 -0.1 -0.13
C -2.357 5.965 2.442 -0.3 0.6 0.2 -0.08
C -2.346 5.560 3.782 0.3 -0.5 -0.2 -0.05
C -1.769 4.322 4.105 0.1 -0.1 0.1 -0.07
C -1.238 3.494 3.114 -0.2 0.0 -0.3 -0.10
H -1.854 5.473 0.400 -0.1 0.0 0.3 0.10
H -2.781 6.939 2.181 0.2 -0.4 0.1 0.11
H -2.760 6.191 4.575 0.2 -0.2 -0.4 0.12
H -1.735 4.007 5.156 0.0 0.1 -0.5 0.11
H -0.771 2.534 3.375 -0.3 0.5 -0.1 0.09


2.
79
Properties=species:S:1:pos:R:3:forces:R:3:lowdin_charge:R:1 method="wB97M-V/def2-TZVPD" lumo_energy_ev="-7.174 / -6.912" e_tot_ev=-58490.649 de_lowest_kcal_mol=76.7 charge=+2 homo_ev="-12.224 / -12.227" multiplicity=3 s_squared=2.12 homo_lumo_gap_ev="5.050 / 5.315"
W 1.123 -1.101 -0.534 -0.3 5.4 -2.5 1.18
C -1.056 -0.937 0.542 0.2 -1.2 0.5 -0.21
C -0.814 -2.167 -0.150 -0.9 0.2 1.1 -0.30
C 0.878 -1.860 1.448 -1.7 0.0 -0.3 -0.36
C 0.019 -0.703 1.452 -0.7 -0.5 0.3 -0.32
C 0.346 -2.764 0.438 -0.3 -0.2 1.1 -0.36
C -2.365 -0.264 0.694 -0.6 0.9 -0.6 0.00
H -3.030 -0.358 -0.160 0.1 -0.3 0.1 0.07
H -2.264 0.805 0.876 0.0 0.0 0.0 0.09
H -2.919 -0.683 1.537 0.3 -0.2 0.2 0.13
C -0.036 0.414 2.440 0.0 0.4 0.2 -0.03
H -1.058 0.784 2.551 0.1 -0.2 0.0 0.09
H 0.564 1.280 2.154 -0.1 -0.2 0.1 0.02
H 0.287 0.090 3.422 0.2 -0.1 0.1 0.10
C 2.144 -1.928 2.176 1.8 -0.1 0.4 -0.06
H 2.045 -1.614 3.229 -0.2 -0.4 -0.3 0.11
H 2.881 -1.221 1.728 -0.5 -0.8 0.6 0.00
H 2.593 -2.923 2.106 -0.1 0.1 0.3 0.10
C 1.163 -3.761 -0.261 -0.1 -1.2 -0.1 -0.02
H 1.514 -4.565 0.394 0.2 0.1 -0.2 0.12
H 2.073 -3.266 -0.666 0.6 0.0 -0.1 0.09
H 0.638 -4.190 -1.119 0.0 -0.1 0.3 0.10
C -1.799 -2.799 -1.063 -0.5 -0.3 -0.5 -0.01
H -2.295 -3.667 -0.607 0.3 0.2 0.0 0.12
H -1.350 -3.138 -1.993 0.1 -0.1 -0.1 0.08
H -2.599 -2.105 -1.343 0.3 -0.1 0.1 0.08
C -0.597 3.115 -1.856 -0.4 -0.7 0.7 -0.08
C -1.840 2.568 -1.756 2.1 -1.1 0.7 -0.06
C -2.268 1.177 -2.300 -1.2 1.3 -0.3 -0.17
C -1.384 0.177 -3.019 -1.2 -0.9 -1.7 -0.30
C -0.023 -0.248 -2.596 1.7 -2.5 0.5 -0.27
C 1.236 0.397 -3.237 1.3 -2.1 4.0 -0.42
C 1.567 1.930 -2.843 1.0 -1.1 -1.1 -0.20
C 0.349 2.811 -2.990 -0.6 0.2 -0.3 -0.26
H -3.148 1.396 -2.951 0.4 -0.5 0.2 0.13
H -1.272 0.485 -4.157 -0.1 -0.4 2.5 0.01
H -2.697 0.607 -1.461 0.2 0.9 -0.4 0.06
H -0.328 2.312 -3.739 0.9 0.9 1.0 -0.02
H -0.201 3.777 -1.068 -0.7 0.3 -0.6 0.11
H -2.514 2.953 -0.988 0.2 -0.1 -0.1 0.10
H 0.691 3.756 -3.429 -0.2 0.0 0.2 0.12
H 2.035 2.060 -1.811 -0.6 -0.9 -1.4 -0.03
H 2.146 -0.208 -2.800 -0.8 0.7 0.6 0.08
H 2.377 2.130 -3.584 -0.5 0.7 0.7 0.11
H -2.012 -0.744 -3.189 0.5 0.7 0.8 0.12
H 0.053 -1.302 -3.018 -0.2 0.5 0.6 0.07
P -0.534 1.648 -5.425 -1.4 1.0 -0.5 0.79
C -0.532 3.380 -5.916 0.2 0.6 -0.9 -0.22
C -1.619 0.905 -6.650 0.2 0.1 -1.1 -0.23
P 1.585 -0.421 -4.899 1.4 3.2 -3.1 0.98
C 1.140 1.094 -5.752 -0.3 0.3 -1.5 -0.47
C 0.986 -1.660 -6.132 -0.9 -1.1 0.9 -0.15
C 3.312 -0.400 -5.550 0.4 -0.4 0.9 -0.17
H 0.346 3.926 -5.537 -0.4 -0.3 -0.2 0.06
H -1.434 3.892 -5.546 0.2 -0.3 -0.1 0.08
H -0.536 3.391 -7.015 0.1 0.5 0.2 0.06
H -1.388 1.412 -7.598 -0.4 -0.5 -0.2 0.05
H -2.667 1.107 -6.382 0.4 0.0 0.0 0.07
H -1.486 -0.177 -6.743 -0.1 0.2 0.0 0.04
H 3.187 -0.047 -6.588 0.1 -0.3 0.5 0.08
H 3.760 -1.409 -5.545 0.0 0.5 0.1 0.07
H 3.948 0.311 -5.004 -0.1 -0.3 -0.2 0.07
H 1.867 1.892 -5.541 -0.3 -0.3 -0.1 0.09
H 1.114 0.857 -6.803 0.7 0.3 -0.7 0.06
H 1.669 -2.525 -6.152 -0.4 0.3 0.2 0.07
H 1.031 -1.153 -7.110 0.0 0.0 0.6 0.08
H -0.037 -1.993 -5.933 0.2 -0.1 -0.2 0.06
Te 2.586 1.059 0.429 1.2 1.1 -0.3 1.04
C 2.796 2.433 2.259 -0.3 -0.6 0.3 -0.47
C 2.918 1.888 3.535 0.0 -0.2 0.7 -0.15
C 3.159 2.727 4.656 -0.2 0.2 -0.9 -0.05
C 3.289 4.117 4.474 -0.1 -0.6 -0.1 -0.06
C 3.197 4.638 3.176 0.0 0.2 0.2 -0.07
C 2.935 3.810 2.073 0.0 -0.3 0.1 -0.14
H 2.825 0.800 3.680 0.1 0.7 0.0 0.09
H 3.242 2.296 5.656 0.0 0.1 -0.4 0.11
H 3.457 4.770 5.347 -0.1 -0.4 -0.7 0.12
H 3.341 5.724 3.040 -0.2 -0.7 -0.1 0.12
H 2.845 4.218 1.082 0.0 0.3 -0.2 0.09


3.
91
Properties=species:S:1:pos:R:3:forces:R:3:lowdin_charge:R:1 method="wB97M-V/def2-TZVPD" lumo_energy_ev=-3.184 e_tot_ev=-148123.910 charge=+1 homo_ev=-10.278 homo_lumo_gap_ev=7.094
C -2.139 0.958 3.206 0.1 -0.2 1.0 -0.20
Si -2.978 2.027 1.864 -1.2 1.1 2.6 0.52
C -2.726 3.872 2.418 0.9 0.0 -0.6 -0.20
C -4.899 1.767 1.873 -0.1 0.0 0.3 -0.19
N -2.248 1.910 0.221 0.9 -2.4 -1.0 0.05
C -1.797 0.789 -0.361 -0.8 0.5 -0.5 -0.22
N -1.281 0.943 -1.734 0.0 -0.8 2.0 0.08
C -0.015 0.174 -1.969 1.2 -1.2 -0.2 -0.27
C 1.101 1.100 -2.665 -0.2 0.3 -1.3 -0.03
B 1.240 0.620 -4.235 0.6 -0.5 -1.6 -0.48
O 2.516 0.249 -4.818 -2.4 -0.4 1.3 0.09
O 0.076 0.505 -5.125 1.6 -1.3 1.9 0.00
C 0.518 -0.603 -0.643 -0.8 0.2 0.0 -0.18
C 1.770 -1.508 -1.070 0.7 0.5 -0.6 -0.11
C 3.198 -0.934 -0.645 4.0 0.9 0.7 -0.16
C 4.468 -1.803 -0.995 0.4 3.6 1.8 -0.02
C 5.914 -1.292 -0.653 -2.5 1.6 0.4 -0.06
C 6.195 0.086 0.022 -4.7 -1.6 -0.9 -0.07
C 4.923 0.937 0.397 0.4 -3.3 -1.7 -0.06
C 3.478 0.420 0.051 2.6 -1.5 -0.6 -0.05
C -0.757 -1.436 -0.109 0.5 -1.3 -1.1 -0.25
C -0.413 -2.570 0.955 0.3 -3.1 1.9 -0.12
C -0.229 -2.378 2.480 0.3 -3.6 -1.7 0.00
C 0.062 -3.630 3.385 -0.3 -0.8 -2.6 -0.06
C 0.184 -5.085 2.830 -0.8 3.7 -3.0 -0.05
C 0.018 -5.256 1.284 -0.3 2.9 2.0 -0.06
C -0.290 -4.034 0.381 0.5 -0.1 3.1 -0.04
N -1.857 -0.495 0.342 1.2 1.7 -1.3 0.08
H -1.137 1.430 3.547 -1.5 -1.0 -0.7 0.06
H -2.051 -0.152 2.964 0.1 1.6 0.3 0.01
H -2.822 1.024 4.142 1.0 0.0 -1.5 0.06
H -3.373 4.590 1.795 0.9 -0.9 1.1 0.04
H -1.617 4.138 2.221 -1.7 -0.2 0.4 0.05
H -2.917 3.963 3.548 0.1 0.0 -1.8 0.06
H -5.224 0.940 1.156 0.1 1.2 1.0 0.03
H -5.181 1.476 2.953 0.4 0.3 -1.7 0.05
H -5.423 2.776 1.684 0.7 -1.7 -0.1 0.05
H -2.210 2.796 -0.343 0.2 -1.5 0.2 -0.02
H -1.979 0.588 -2.410 0.1 0.4 0.5 0.07
H -0.276 -0.671 -2.719 0.3 1.2 1.3 0.14
H 2.147 1.027 -2.215 -1.6 0.3 -0.2 0.10
H 0.709 2.185 -2.726 0.7 -1.6 0.5 0.13
H 2.400 -0.489 -5.458 0.2 1.1 0.3 0.11
H 0.056 -0.437 -5.430 -0.1 1.3 -0.1 0.08
H 0.795 0.126 0.207 -0.3 -1.0 -1.4 0.15
H 1.769 -1.538 -2.230 0.1 0.0 1.8 0.13
H 1.721 -2.596 -0.731 -0.2 1.6 -0.2 0.11
H 4.304 -2.807 -1.505 0.4 1.5 0.8 0.09
H 6.800 -1.958 -0.956 -1.6 1.2 0.6 0.09
H 7.265 0.421 0.217 -1.8 -0.4 -0.2 0.08
H 5.106 1.945 0.921 -0.6 -1.8 -1.0 0.06
H 2.625 1.118 0.332 1.3 -1.1 -0.4 0.08
H -1.189 -1.971 -1.046 0.9 0.5 1.5 0.11
H -0.312 -1.345 2.950 0.2 -1.7 -0.7 0.07
H 0.165 -3.490 4.521 -0.2 -0.2 -2.3 -0.02
H 0.385 -6.004 3.486 -0.4 1.8 -1.0 0.10
H 0.112 -6.330 0.887 -0.2 2.0 0.3 0.09
H -0.419 -4.256 -0.745 0.2 0.6 2.0 0.10
H -2.762 -0.974 0.205 0.3 0.6 0.3 0.13
Cl -0.179 -2.535 6.615 -0.1 0.2 0.2 0.58
C -0.594 -3.362 8.137 0.0 -0.1 0.4 -0.64
C -0.148 -4.810 8.140 0.1 0.1 0.2 -0.66
Cl -1.086 -5.803 6.995 0.0 0.0 -0.1 0.54
H -1.671 -3.272 8.289 0.1 -0.1 -0.1 0.07
H -0.090 -2.818 8.940 0.0 -0.1 -0.1 0.08
H -0.299 -5.242 9.131 -0.1 0.1 -0.1 0.08
H 0.909 -4.906 7.884 -0.2 0.1 0.0 0.07
Cl 8.346 2.387 -2.265 0.1 -0.1 0.0 0.55
C 7.062 3.600 -2.091 -0.2 0.2 -0.1 -0.67
C 7.378 4.615 -1.013 -0.1 0.2 -0.2 -0.66
Cl 7.340 3.893 0.615 0.0 0.0 0.1 0.55
H 6.128 3.073 -1.887 0.1 0.0 0.1 0.06
H 6.966 4.102 -3.056 0.1 0.0 0.1 0.07
H 6.631 5.411 -1.027 0.0 -0.1 0.0 0.07
H 8.360 5.069 -1.157 -0.1 -0.2 0.0 0.07
Cl -2.723 -0.547 -4.798 0.2 -0.2 0.1 0.60
C -4.330 -1.291 -4.594 -0.2 -0.1 0.0 -0.65
C -4.729 -1.404 -3.135 -0.2 0.1 -0.2 -0.67
Cl -3.735 -2.595 -2.255 0.1 0.0 0.1 0.58
H -4.316 -2.267 -5.083 0.1 0.1 0.1 0.08
H -5.042 -0.655 -5.125 0.1 0.0 0.1 0.07
H -5.765 -1.739 -3.058 0.1 0.0 -0.1 0.08
H -4.643 -0.447 -2.619 0.0 -0.2 0.0 -0.01
Cl -4.550 1.838 -3.522 -0.1 0.3 0.1 0.62
C -4.567 3.604 -3.757 -0.1 0.3 0.0 -0.61
C -3.271 4.240 -3.301 0.1 0.0 -0.6 -0.60
Cl -3.083 4.153 -1.532 -0.3 0.7 -0.1 0.66
H -5.427 4.010 -3.222 0.1 -0.1 0.0 0.08
H -4.714 3.785 -4.824 0.1 0.0 0.1 0.09
H -3.256 5.297 -3.574 -0.1 -0.1 0.1 0.09
H -2.404 3.760 -3.758 -0.1 0.0 0.2 0.08